This record from OMol25 describes one molecule with the formula C19H16N2O3 in a non-equilibrium geometry. The level of theory is wB97M-V/def2-TZVPD.

Geometry (Å):
C (1.75326, 0.13732, -0.40007)
C (3.01070, -0.59738, -0.35882)
C (4.22504, 0.13077, -0.35212)
C (5.45827, -0.51459, -0.31522)
C (5.52066, -1.91755, -0.29269)
C (4.32765, -2.65501, -0.30281)
C (3.08517, -2.00903, -0.33839)
C (0.52739, -0.39739, -0.20290)
C (-0.78618, 0.38121, -0.24478)
C (-1.89993, -0.59784, -0.69841)
C (-2.69140, -0.31173, -1.81559)
C (-3.82177, -1.08935, -2.08731)
C (-4.10481, -2.20429, -1.28259)
C (-3.23285, -2.56459, -0.24893)
C (-2.10755, -1.77275, 0.01955)
H (1.86734, 1.21177, -0.58229)
H (4.17713, 1.21814, -0.37785)
H (6.37631, 0.06894, -0.30118)
H (6.48886, -2.42197, -0.24598)
H (4.38067, -3.74418, -0.28215)
H (2.16781, -2.59932, -0.37263)
H (0.42495, -1.47721, -0.04874)
H (-0.70472, 1.16336, -1.01447)
H (-2.43150, 0.54381, -2.44316)
H (-4.46905, -0.83038, -2.92807)
H (-5.00214, -2.79976, -1.47030)
H (-3.41269, -3.46141, 0.35412)
H (-1.39346, -2.06019, 0.79886)
C (-1.16340, 1.08777, 1.03735)
C (-0.08852, 2.06502, 1.55559)
O (1.04466, 1.73072, 1.89087)
N (-0.43897, 3.39863, 1.74092)
C (-1.70307, 3.98703, 1.63927)
O (-1.93478, 5.13918, 1.93611)
N (-2.67126, 3.10885, 1.14728)
C (-2.56240, 1.74095, 0.94670)
O (-3.60355, 1.12654, 0.75897)
H (-1.24905, 0.31478, 1.82499)
H (0.25306, 3.98940, 2.19185)
H (-3.61589, 3.48175, 1.16504)

Cartesian forces, eV/Å:
-1.438 -0.183 0.056
1.200 -0.623 -0.076
-0.452 -0.451 -0.031
-0.135 -0.498 0.008
-0.395 0.397 0.107
0.011 0.325 0.008
0.422 0.347 -0.036
0.912 0.579 -0.132
0.269 -0.944 -1.860
0.452 0.345 -0.144
-0.231 -0.118 0.371
0.359 -0.254 0.193
0.084 0.180 -0.011
0.287 0.155 -0.112
-0.518 -0.095 -0.013
-0.196 -0.318 0.093
0.038 -0.176 0.031
-0.175 -0.096 -0.015
-0.360 0.142 -0.065
-0.106 0.280 -0.026
0.320 0.127 0.026
0.118 0.497 0.079
0.058 -0.186 0.014
-0.231 -0.155 0.217
0.192 -0.131 0.283
0.333 0.194 0.037
0.008 0.359 -0.308
-0.469 0.102 -0.107
-0.464 0.659 1.510
1.433 -0.284 0.872
-1.746 0.209 -0.611
-0.572 0.412 -0.006
0.050 -0.244 -0.267
0.224 -0.941 -0.192
0.433 0.690 0.303
-1.372 -0.612 0.146
1.518 0.373 0.138
-0.021 0.354 -0.189
-0.002 -0.230 -0.178
0.162 -0.185 -0.112

Maximum force, eV/A: 2.10
HOMO, eV: -8.393
Molar mass, g mol⁻¹: 320.35
Spin multiplicity: 1
Electronic energy, eV: -29086.32394

---

This record from OMol25 describes one molecule with the formula C4H6N4 in a non-equilibrium geometry. The level of theory is wB97M-V/def2-TZVPD.

Geometry (Å):
C (-0.14260, 0.61269, -2.52264)
C (-0.00381, 0.18118, -1.19899)
C (0.33462, -1.39794, 0.44658)
C (-0.25067, -0.29925, 1.31881)
H (1.30037, -1.58612, 0.76577)
H (-0.28904, -2.27590, 0.48016)
H (-1.32925, -0.18583, 1.32020)
H (0.07031, -0.69278, 2.33350)
H (-0.14067, 1.68657, 1.64288)
H (0.31771, 2.13642, -0.69519)
N (-0.46757, 0.66345, -3.63262)
N (0.29283, -1.03319, -0.96780)
N (0.36458, 0.96673, 1.02425)
N (-0.05682, 1.22397, -0.31492)

Cartesian forces, eV/Å:
-1.354 -0.507 -3.513
1.883 -0.265 1.744
-2.571 1.371 -1.583
0.782 -1.864 2.497
2.007 -0.612 0.431
-0.011 -0.549 0.549
-0.354 -0.480 -0.321
-0.588 1.156 -0.649
1.038 -1.240 -1.386
-0.635 -1.635 0.678
0.639 0.540 0.983
-0.336 -0.003 -0.210
-0.503 1.466 0.960
0.001 2.622 -0.180

Maximum force, eV/A: 3.80
HOMO, eV: -8.902
Molar mass, g mol⁻¹: 110.12
Spin multiplicity: 1
Electronic energy, eV: -10203.13455

---

This record from OMol25 describes a 2-piece molecular cluster, C15H26BN2O8S overall in a non-equilibrium geometry. The level of theory is wB97M-V/def2-TZVPD.

Geometry (Å):
C (3.37244, -1.42080, 1.49232)
C (2.45364, -1.49120, 0.23975)
C (1.35077, -0.48544, 0.21343)
C (1.53137, 0.74299, -0.43901)
S (2.99051, 1.26698, -1.36065)
C (4.46343, 1.06944, -0.42090)
O (2.83001, 2.67552, -1.56566)
O (3.03138, 0.45281, -2.54226)
C (0.51810, 1.67912, -0.48607)
C (-0.71542, 1.41419, 0.10204)
O (-1.69900, 2.32416, 0.04146)
B (-2.15741, 2.62429, -1.26714)
O (-3.38829, 2.21602, -1.66666)
O (-1.35668, 3.33847, -2.14034)
C (-0.88868, 0.19218, 0.75396)
N (-2.09010, -0.16161, 1.40944)
C (-2.24436, 0.48501, 2.73368)
C (-2.74750, -0.41582, 3.80353)
O (-2.00175, 1.62690, 2.89689)
C (-3.30878, -0.05598, 0.64141)
C (-3.39596, -0.95136, -0.54522)
O (-4.19106, 0.63520, 0.99851)
N (0.14313, -0.72330, 0.78668)
C (-0.07482, -2.01288, 1.47714)
C (0.50901, -2.03547, 2.91364)
H (3.43470, -0.42178, 1.90708)
H (3.07962, -2.14069, 2.24018)
H (4.36958, -1.70990, 1.17811)
H (2.09297, -2.51059, 0.17389)
H (3.08169, -1.35156, -0.62899)
H (5.21518, 1.65626, -0.93496)
H (4.32861, 1.44947, 0.58530)
H (4.80117, 0.04266, -0.37159)
H (0.68156, 2.61220, -1.00532)
H (-3.32774, 1.87330, -2.56583)
H (-0.93227, 2.75851, -2.78728)
H (-3.43874, -1.14930, 3.39894)
H (-3.20800, 0.16180, 4.59254)
H (-1.92779, -0.97772, 4.23953)
H (-3.61595, -1.96393, -0.21306)
H (-2.45913, -1.00563, -1.09622)
H (-4.20742, -0.61892, -1.17472)
H (0.32798, -2.80686, 0.86836)
H (-1.13492, -2.18990, 1.55468)
H (1.11470, -1.15037, 3.05968)
H (-0.29718, -2.05225, 3.62734)
H (1.13637, -2.91032, 3.01688)
C (0.02250, 0.16247, -4.59706)
O (-1.24880, 0.69140, -4.19289)
H (0.75148, 0.42195, -3.83226)
H (-0.02360, -0.92402, -4.69354)
H (0.33871, 0.59796, -5.54503)
H (-1.88923, 0.46635, -4.87370)

Cartesian forces, eV/Å:
0.054 -0.141 -0.579
0.434 -0.305 0.698
-0.019 0.475 -0.524
-0.195 -0.090 0.660
0.186 0.497 -1.317
0.061 -0.410 0.524
-0.167 0.188 0.461
0.094 -0.655 0.301
0.181 -0.296 0.061
0.287 0.056 0.011
-0.508 -0.518 -0.027
-0.039 0.743 -0.873
0.225 -0.953 0.694
0.521 -0.747 0.548
-0.275 -0.149 0.010
0.819 0.349 -0.013
-0.571 -0.321 0.345
-0.314 -0.445 -0.101
0.778 0.875 -0.107
0.578 -0.733 -0.722
0.328 -0.251 -0.207
-1.207 0.734 0.981
-0.015 0.290 -0.175
-0.082 -0.303 0.803
-0.034 0.164 -1.075
-0.071 0.105 0.200
-0.148 0.079 0.306
0.198 -0.004 0.021
-0.205 -0.053 -0.196
-0.141 0.185 -0.366
-0.023 0.222 -0.208
-0.094 0.228 0.082
-0.102 -0.204 -0.134
-0.012 0.168 0.128
-0.349 0.532 -0.258
-0.155 0.288 -0.434
-0.191 -0.034 -0.009
-0.116 0.147 0.054
0.234 -0.010 0.030
-0.036 -0.116 0.158
0.069 0.075 -0.169
-0.067 0.122 -0.186
0.171 0.006 -0.208
-0.223 0.176 -0.303
0.129 0.118 0.297
-0.034 -0.073 0.317
0.039 -0.148 0.300
-0.135 0.012 -0.034
0.074 0.057 0.258
-0.020 0.002 -0.010
0.053 0.008 0.007
0.054 -0.008 0.002
-0.017 0.064 -0.025

Maximum force, eV/A: 1.72
Charge: +1
HOMO, eV: -13.097
Molar mass, g mol⁻¹: 405.26
Spin multiplicity: 1
Electronic energy, eV: -46844.39026

---

This record from OMol25 describes a 2-piece molecular cluster, C2H3N3OS overall in a non-equilibrium geometry. The level of theory is wB97M-V/def2-TZVPD.

Geometry (Å):
C (0.59182, 0.26146, -0.11344)
C (-3.46931, 0.41180, -0.15993)
N (0.19027, 1.35246, 0.09551)
N (-3.30888, 1.59361, -0.33534)
N (1.29982, -0.82386, -0.57660)
O (-0.28329, 2.40825, 0.39186)
S (-3.68627, -1.17603, 0.09336)
H (-2.75476, 2.16623, -0.94691)
H (2.18406, -0.81789, -0.19474)
H (0.74280, -1.61430, -0.74866)

Cartesian forces, eV/Å:
-0.901 2.319 0.079
0.400 -0.035 -0.345
1.799 -4.544 -1.027
-0.558 -1.919 0.435
-2.211 2.861 -0.310
-0.756 1.600 0.423
0.135 1.932 -0.161
0.100 0.020 0.122
2.109 -0.979 0.725
-0.116 -1.256 0.059

Maximum force, eV/A: 4.99
HOMO, eV: -8.861
Molar mass, g mol⁻¹: 117.13
Spin multiplicity: 1
Electronic energy, eV: -19471.83735